1.
Below is a structure of composition C35H35CrFN3O2PS3Te at a distorted geometry, with properties calculated with ωB97M-V/def2-TZVPD.

XYZ file:
```
82
Properties=species:S:1:pos:R:3:forces:R:3
Cr -1.201870 0.288864 -0.100818 -0.825 -0.602 -1.066
C -0.392925 -3.635639 1.418059 0.014 -0.276 0.697
C -0.558379 -2.559370 0.554390 -0.199 0.745 -0.386
N -1.004127 -1.367197 0.942562 0.313 -1.837 0.480
C -1.336530 -1.195191 2.248506 0.023 -0.451 0.608
C -1.176075 -2.234457 3.201170 0.012 0.138 -0.446
C -0.686457 -3.480786 2.749552 -0.024 0.321 -0.412
C -1.499959 -1.987774 4.543889 -0.176 0.351 0.548
C -1.959002 -0.746639 4.914849 0.246 -0.882 0.134
C -2.138271 0.272059 3.987094 -0.046 0.545 -0.760
C -1.849267 0.091188 2.630335 -0.073 -0.085 0.626
N -1.978626 0.942127 1.578596 0.213 0.212 -0.077
C -2.311436 2.261054 1.564010 -0.352 0.505 0.338
C -2.725496 3.101248 2.600910 0.271 -0.853 -0.044
C -3.053250 4.433343 2.375859 -0.098 0.633 -0.616
C -3.015908 4.981270 1.116884 -0.121 0.166 0.605
C -2.602018 4.196137 0.029190 0.117 -0.382 -0.151
C -2.545826 4.688497 -1.293627 0.149 -0.480 -0.023
C -2.129552 3.851617 -2.297679 -0.210 0.614 0.259
C -1.743641 2.553359 -1.984000 0.113 -0.741 0.290
N -1.769713 2.057262 -0.750827 -0.566 1.243 -0.916
C -2.222788 2.848391 0.255956 -0.191 0.688 0.027
H -0.019246 -4.571820 1.030190 0.018 -0.029 -0.044
H -0.318498 -2.661973 -0.498842 0.006 0.164 0.107
H -0.549244 -4.285468 3.458098 0.002 -0.070 0.052
H -1.368212 -2.776074 5.269210 0.005 -0.084 0.107
H -2.190880 -0.546308 5.953531 -0.007 -0.025 0.011
H -2.499870 1.212421 4.361303 -0.005 -0.030 -0.071
H -2.794247 2.746030 3.612406 0.007 -0.027 -0.041
H -3.348827 5.041814 3.221188 -0.029 0.028 -0.010
H -3.286535 6.011801 0.945677 -0.038 0.137 0.006
H -2.836125 5.709889 -1.492013 -0.016 0.106 -0.020
H -2.076744 4.183846 -3.323294 0.014 0.002 -0.061
H -1.394563 1.888629 -2.768536 0.042 0.012 0.236
F -3.056733 -4.296630 -4.806107 0.030 0.076 0.112
C -3.068145 -3.363611 -3.810366 -0.009 -0.012 0.044
C -2.952342 -3.779032 -2.496475 -0.062 -0.151 -0.409
C -3.006425 -2.829187 -1.495324 0.111 0.265 0.009
C -3.128087 -1.464220 -1.780509 0.051 -0.218 -0.322
C -3.157477 -0.461237 -0.713004 0.278 0.542 0.398
C -3.230956 -1.092956 -3.127932 0.011 -0.164 0.244
C -3.212469 -2.030257 -4.141342 -0.053 -0.340 -0.132
H -2.841441 -4.831095 -2.272129 -0.010 -0.056 -0.017
H -2.933236 -3.139664 -0.461960 -0.075 -0.050 0.070
H -3.625138 -0.892227 0.180286 0.142 0.135 0.047
H -3.768225 0.388983 -1.034173 0.103 0.057 0.155
H -3.327516 -0.046041 -3.379480 -0.007 0.120 -0.006
H -3.304899 -1.746639 -5.180959 0.053 0.010 -0.018
C 4.431615 1.001183 3.695195 -0.150 0.197 -0.113
C 4.261155 2.304052 2.920600 0.462 -0.036 0.273
C 5.505889 2.637908 2.112341 -0.258 0.094 0.042
O 3.083874 2.240937 2.131588 -0.299 -0.071 -0.166
P 2.806315 1.571075 0.703609 0.163 0.176 -0.331
S 3.404051 2.669637 -0.811955 -0.244 -0.332 0.316
S 0.850546 1.156777 0.988602 0.189 0.100 0.304
O 3.680912 0.204270 0.829025 -0.135 0.589 0.458
C 3.851159 -0.627343 -0.314917 0.026 -0.345 -0.670
C 5.301953 -0.566804 -0.772261 -0.325 0.158 0.122
C 3.398420 -2.034845 0.047859 -0.016 0.396 0.030
H 5.226353 1.095172 4.432789 0.080 0.030 0.089
H 4.672519 0.202006 3.000475 0.054 -0.100 -0.004
H 3.498999 0.747643 4.193684 -0.055 -0.030 0.108
H 4.046155 3.126380 3.620997 0.118 -0.207 -0.130
H 5.737811 1.815543 1.440448 0.091 -0.051 -0.092
H 6.344614 2.799813 2.787714 0.088 -0.001 0.060
H 5.340173 3.530896 1.514507 0.049 0.044 -0.046
H 3.223750 -0.245781 -1.132670 0.110 -0.117 0.201
H 5.971890 -0.895610 0.020912 0.081 -0.075 0.086
H 5.545206 0.456772 -1.049557 0.050 0.067 0.000
H 5.430965 -1.201501 -1.644618 0.084 -0.135 -0.112
H 4.077255 -2.473076 0.777777 0.096 -0.097 0.076
H 3.367689 -2.650707 -0.846892 0.025 -0.137 -0.092
H 2.399586 -1.997988 0.480315 -0.083 0.011 -0.025
Te 0.492831 -0.263851 -2.020900 0.893 -0.339 -0.723
C 0.089378 -1.183774 -3.897410 -0.352 0.654 0.150
C 0.460362 -2.428540 -4.299355 0.013 -0.112 0.453
C 0.309012 -2.660089 -5.683648 -0.058 -0.073 -0.274
C -0.181555 -1.581180 -6.341612 -0.164 0.430 0.034
S -0.462067 -0.272527 -5.256377 0.266 -0.289 0.034
H 0.836342 -3.157712 -3.601653 0.107 -0.132 0.079
H 0.566804 -3.585860 -6.168214 0.014 -0.165 -0.100
H -0.372767 -1.461210 -7.390700 -0.069 -0.076 -0.204
```
Positions in Å, forces in eV/Å.

The calculation puts the calculated total energy at -4617.917363 hartree. Its multiplicity is 2. The total charge is -1. The value obtained for the HOMO-LUMO gap (alpha / beta) is 0.2213 / 0.2219 Eh. As for the expectation value of S²: 0.766. As for the largest force on an atom: 1.9 eV/A.

Löwdin atomic charge list, values in e, 4 entries: 0.191 -0.042 -0.149 -0.033

2.
Below is a structure of composition C35H35F3N2O6PtSTe at a distorted geometry, with properties calculated with ωB97M-V/def2-TZVPD.

XYZ file:
```
84
Properties=species:S:1:pos:R:3:forces:R:3
Pt 0.089383 0.279902 -2.433155 -0.542 -1.042 -0.189
O -1.987025 4.210787 -2.090271 -0.084 0.157 -0.063
C -1.514563 3.090012 -2.593713 -0.111 -0.218 -0.178
O -0.493214 2.551563 -2.209080 0.254 0.196 0.747
C -2.357617 2.586377 -3.748202 -0.312 -0.447 0.096
O -2.290159 1.193513 -3.905434 0.192 -0.083 0.136
C -3.196607 0.436771 -3.092121 0.295 0.166 0.324
C -2.859573 0.414279 -1.564569 -0.375 0.579 -1.043
O -3.696760 0.842814 -0.796069 0.230 -0.226 0.257
O -1.702325 -0.058650 -1.190916 1.253 0.033 -1.081
H -1.439710 4.553758 -1.367998 0.195 -0.127 -0.008
H -3.387964 2.925558 -3.616004 0.022 0.100 -0.027
H -1.944994 3.029639 -4.657880 -0.047 0.087 0.023
H -4.204095 0.841459 -3.200908 -0.009 -0.071 0.070
H -3.151256 -0.579986 -3.480019 -0.008 0.014 -0.020
F 2.033679 -2.157844 -7.999504 -0.034 0.083 0.069
C 1.337640 -2.077553 -6.858526 0.063 -0.248 -0.207
F 0.043879 -2.293980 -7.158103 0.060 0.054 0.084
F 1.736071 -3.093411 -6.076061 -0.017 0.118 0.036
C 1.518880 -0.741164 -6.190939 0.120 -0.039 0.056
C 2.361896 0.220744 -6.715311 -0.164 -0.076 0.086
C 2.502804 1.440201 -6.060356 -0.064 -0.044 0.092
C 1.761825 1.664468 -4.919252 0.289 0.394 -0.019
N 0.936325 0.743244 -4.431676 -0.614 -0.639 0.305
C 0.850491 -0.463289 -4.993934 0.337 0.130 -0.756
S -0.068601 -1.568712 -4.035311 -0.156 0.957 1.765
H 2.918032 0.013663 -7.618866 -0.031 -0.009 -0.024
H 3.182351 2.192349 -6.431166 -0.067 0.065 -0.001
H 1.829330 2.599081 -4.378221 -0.052 -0.026 0.056
C -2.711434 1.569225 7.223944 -0.022 -0.018 -0.084
C -2.159341 1.321923 5.849474 -0.006 0.036 0.012
C -1.111119 0.433872 5.651008 0.163 -0.158 -0.094
C -0.565138 0.206921 4.390595 -0.208 0.119 0.387
C 0.602241 -0.732590 4.264765 -0.157 0.070 -0.017
C -1.129579 0.885334 3.310239 1.499 -0.372 -0.710
Te -0.257608 0.509281 1.248292 -2.122 0.277 1.239
N 1.113228 0.173466 -0.504981 -0.183 0.215 -1.196
C 2.301415 0.495595 -0.980236 0.608 -0.358 0.276
O 2.429227 0.410706 -2.238021 -0.305 0.045 -0.265
C 3.478073 0.875705 -0.166582 -0.080 0.212 0.170
C 4.745746 0.583946 -0.665009 -0.096 -0.006 -0.051
C 5.871716 1.006787 0.020349 -0.016 -0.011 -0.007
C 5.738040 1.732665 1.196457 0.010 -0.007 -0.025
C 4.476485 2.014449 1.700064 -0.075 0.032 0.117
C 3.347487 1.583220 1.024503 0.011 -0.083 -0.124
C -0.488009 -1.579783 1.357509 0.039 -0.404 -0.201
C -1.781965 -2.120041 1.443054 0.095 0.212 0.001
C -3.005706 -1.310524 1.767593 0.077 -0.083 -0.052
C -1.937004 -3.489198 1.265617 0.080 -0.004 -0.007
C -0.859716 -4.330329 1.031027 0.011 0.054 0.022
C -1.049095 -5.803416 0.826356 0.043 0.013 0.050
C 0.415244 -3.779394 1.033508 -0.084 0.009 0.024
C 0.628407 -2.420383 1.204241 -0.025 0.206 0.031
C 2.054589 -1.947245 1.289945 -0.104 -0.094 -0.081
C -2.154474 1.816789 3.468579 -0.061 -0.019 0.098
C -2.754493 2.586445 2.328123 0.159 -0.062 -0.110
C -2.666815 2.000658 4.749939 -0.013 -0.037 -0.150
H -2.138979 1.033024 7.977554 -0.019 0.004 0.039
H -3.750038 1.241094 7.280064 -0.014 0.003 0.046
H -2.687872 2.633081 7.459605 -0.014 0.008 0.038
H -0.678543 -0.085096 6.498643 -0.044 0.019 0.060
H 1.095188 -0.855149 5.227002 0.066 0.014 -0.020
H 1.329291 -0.346332 3.547123 0.091 -0.079 0.094
H 0.273091 -1.714963 3.922575 0.060 -0.014 0.000
H 4.833364 0.033010 -1.591412 0.009 0.017 -0.020
H 6.852468 0.778287 -0.373760 0.021 0.007 0.028
H 6.617730 2.089135 1.714820 0.008 -0.033 0.031
H 4.364608 2.578537 2.615976 0.048 0.020 0.011
H 2.360209 1.824192 1.402352 0.046 0.063 0.043
H -2.892841 -0.267337 1.495257 -0.146 0.181 -0.099
H -3.207359 -1.365795 2.839970 0.011 0.068 0.002
H -3.875997 -1.700508 1.240787 0.019 0.041 -0.017
H -2.937331 -3.904042 1.305303 -0.021 0.000 0.008
H -2.097113 -6.050127 0.672060 -0.008 -0.038 -0.010
H -0.692438 -6.348375 1.701791 -0.026 -0.061 -0.008
H -0.473430 -6.149436 -0.031549 -0.021 -0.038 -0.020
H 1.274791 -4.427435 0.904146 0.030 -0.012 0.012
H 2.594864 -2.543570 2.025835 -0.002 0.030 0.048
H 2.118730 -0.902397 1.583746 0.205 -0.057 0.025
H 2.561013 -2.068881 0.332376 0.044 0.057 -0.009
H -2.092735 2.568530 1.460487 -0.151 0.194 -0.047
H -2.949432 3.619533 2.616252 0.034 -0.022 -0.036
H -3.696471 2.138781 2.016905 -0.095 -0.038 -0.082
H -3.483305 2.702568 4.879266 0.005 0.042 0.046
```
Positions in Å, forces in eV/Å.

The calculation puts the calculated total energy at -3000.453582 hartree. Its multiplicity is 2. The total charge is +1. The energy above the lowest of the compared OMol25 structures with the same formula, charge and spin comes out at 88.02 kcal per mole. The value obtained for the HOMO-LUMO gap (alpha / beta) is 0.2160 / 0.2095 Eh. As for the expectation value of S²: 1.083. As for the largest force on an atom: 2.5 eV/A.

Löwdin atomic charge list, values in e, 4 entries: 1.200 0.180 -0.464 0.008

3.
Below is a structure of composition C35H35FeN6O3PS at a distorted geometry, with properties calculated with ωB97M-V/def2-TZVPD.

XYZ file:
```
82
Properties=species:S:1:pos:R:3:forces:R:3
Fe 1.078029 0.672430 -0.004058 -0.144 -0.686 -1.083
C 3.055921 3.938991 -1.347434 -0.038 -0.033 -0.153
C 2.899009 2.447316 -1.176741 -0.295 0.049 0.001
O 1.745361 1.969643 -1.518105 0.054 0.043 0.729
C 3.959923 1.720859 -0.678152 0.234 0.142 0.063
C 3.980195 0.308201 -0.488460 -0.054 -0.197 -0.034
C 5.296009 -0.415401 -0.488516 -0.039 -0.068 0.025
N 2.860197 -0.335146 -0.344957 0.021 0.427 0.254
N 2.907818 -1.714161 -0.302770 -0.056 -0.246 -0.020
C 1.697674 -2.187508 -0.308295 0.213 -0.189 -0.034
O 0.618332 -1.471013 -0.334077 -0.086 0.296 0.016
C 1.537008 -3.673757 -0.288421 -0.083 0.096 0.010
C 2.578715 -4.510072 0.103188 0.045 -0.013 -0.005
C 2.399790 -5.883893 0.129912 0.021 0.014 0.003
C 1.181377 -6.438187 -0.239863 -0.050 -0.030 -0.014
C 0.141204 -5.609934 -0.637243 -0.024 -0.014 -0.013
C 0.315386 -4.233793 -0.658213 0.068 0.091 0.050
H 2.282909 4.434704 -0.756749 0.011 0.008 0.019
H 2.889558 4.207465 -2.392654 -0.005 -0.007 -0.004
H 4.033800 4.298502 -1.032219 0.005 -0.014 -0.010
H 4.890179 2.243821 -0.500652 -0.014 0.039 -0.068
H 6.121490 0.288966 -0.557220 0.010 0.013 0.008
H 5.338503 -1.103152 -1.333988 -0.006 0.012 -0.006
H 5.396580 -1.025795 0.409754 -0.004 0.002 -0.009
H 3.525041 -4.065745 0.379875 -0.002 0.015 0.005
H 3.213920 -6.527216 0.439725 0.002 0.004 -0.001
H 1.045082 -7.512290 -0.221168 -0.001 0.002 0.000
H -0.808472 -6.035145 -0.939090 0.000 -0.010 0.004
H -0.486567 -3.577791 -0.975677 0.029 -0.018 0.017
O 1.108621 2.751670 1.683176 0.176 0.360 0.068
N -0.047903 2.300980 1.058261 0.087 -0.006 0.053
C -1.068661 2.145506 1.795528 0.024 0.071 -0.086
C -2.372804 1.721900 1.280568 -0.260 -0.016 -0.019
C -3.436460 1.977433 2.156578 0.005 -0.093 -0.179
C -4.749203 1.763915 1.776311 0.052 -0.013 -0.052
C -5.012861 1.311184 0.492451 -0.037 0.003 0.028
C -3.965741 1.042027 -0.374630 -0.053 0.005 -0.024
C -2.633728 1.201877 -0.004559 -0.072 0.039 0.113
P -1.315373 0.762873 -1.222404 0.224 0.096 0.599
C -1.665220 2.034902 -2.477381 0.094 -0.073 -0.113
C -1.075776 3.283271 -2.285639 0.037 0.043 -0.019
C -1.315264 4.308921 -3.185203 -0.020 0.008 -0.035
C -2.125222 4.091878 -4.292867 0.035 0.049 0.031
C -2.696337 2.845733 -4.497193 -0.029 -0.042 -0.014
C -2.468917 1.818408 -3.591616 -0.076 0.046 0.017
C -1.859379 -0.801172 -1.969325 0.117 -0.053 -0.105
C -1.095660 -1.201948 -3.070167 -0.063 -0.011 -0.028
C -1.305857 -2.432406 -3.666023 0.017 0.015 -0.004
C -2.263944 -3.298440 -3.153745 -0.030 -0.018 -0.024
C -2.996989 -2.926660 -2.039156 -0.029 -0.017 -0.009
C -2.795187 -1.685009 -1.446575 0.019 -0.019 0.058
H 1.266242 2.214877 2.493754 0.007 -0.102 -0.005
H -1.026096 2.399254 2.854585 0.090 0.043 0.040
H -3.224334 2.369641 3.143630 0.033 0.002 0.009
H -5.555390 1.970194 2.467317 -0.011 -0.001 -0.006
H -6.032335 1.167004 0.158416 -0.006 0.010 0.021
H -4.192137 0.703679 -1.378386 0.004 -0.027 0.008
H -0.403137 3.438469 -1.451734 0.004 -0.037 0.002
H -0.849528 5.273932 -3.031499 -0.009 0.007 -0.008
H -2.300440 4.891931 -5.000786 -0.002 -0.004 -0.003
H -3.319022 2.666634 -5.364608 0.000 0.010 0.000
H -2.918430 0.847558 -3.759137 0.014 -0.022 -0.007
H -0.314769 -0.551428 -3.449583 -0.016 0.022 0.006
H -0.704895 -2.724427 -4.517394 -0.007 -0.010 0.000
H -2.422768 -4.265543 -3.613365 0.000 -0.003 0.006
H -3.728268 -3.604851 -1.617262 -0.004 -0.003 -0.010
H -3.360238 -1.431028 -0.559923 -0.008 0.042 0.005
C 0.786985 1.798970 6.270964 -0.027 0.019 0.021
C 1.734479 0.723670 5.740179 0.051 -0.028 0.008
C 1.220937 0.096357 4.484511 -0.024 0.015 -0.046
N 1.426184 0.576974 3.308862 0.019 -0.054 0.178
N 0.824046 -0.120205 2.299514 -0.272 -0.053 -0.217
C 0.101074 -1.125760 2.735217 0.188 0.096 -0.032
N -0.664006 -1.895587 1.941744 -0.040 -0.107 0.115
S 0.200737 -1.309280 4.464441 -0.028 -0.005 -0.041
H 1.185854 2.249016 7.179573 0.003 -0.005 -0.001
H -0.193641 1.380615 6.502799 0.003 -0.007 -0.003
H 0.653415 2.589386 5.531667 0.007 0.000 -0.003
H 1.895090 -0.047563 6.495389 -0.016 -0.001 -0.007
H 2.710581 1.152400 5.510844 -0.020 0.030 -0.004
H -0.363311 -1.882417 0.943675 0.042 0.063 -0.030
H -0.968964 -2.780238 2.312454 -0.001 0.009 -0.002
```
Positions in Å, forces in eV/Å.

The calculation puts the calculated total energy at -3912.229405 hartree. Its multiplicity is 5. The energy above the lowest of the compared OMol25 structures with the same formula, charge and spin comes out at 16.58 kcal per mole. The value obtained for the HOMO-LUMO gap (alpha / beta) is 0.2303 / 0.2304 Eh. As for the expectation value of S²: 6.014. As for the largest force on an atom: 1.3 eV/A.

Löwdin atomic charge list, values in e, 4 entries: 0.740 -0.030 -0.486 -0.164